The following is a quantum chemistry calculation of an isolated molecule of C20H27N3O4S at a distorted geometry, from OMol25.

Geometry as ORCA input:
```
! RIJCOSX wB97M-V def2-TZVPD def2/J DEFGRID3
* xyz 0 1
S 1.037 2.807 -0.989
O -4.234 -0.872 0.794
O 5.342 1.333 1.002
O 0.830 -3.442 -1.562
O 4.137 -0.435 0.325
N -0.222 -1.731 0.466
N 0.197 0.453 -0.139
N -2.258 4.458 -0.969
C 4.224 0.734 0.602
C -3.817 1.560 0.669
C 6.526 0.533 1.083
C -1.974 -0.046 0.698
C -0.996 -2.846 -0.052
C -0.677 -0.450 0.320
C -0.179 1.687 -0.394
C 1.202 -1.990 0.338
C 1.576 -2.335 -1.104
C 3.071 1.715 0.539
C -1.505 2.128 -0.249
C -3.000 -0.818 1.478
C -4.727 0.374 0.285
C 2.533 1.776 -0.886
C 7.209 0.420 -0.272
C -4.795 0.257 -1.243
C -1.907 3.414 -0.645
C -2.395 1.230 0.356
C -0.547 -3.174 -1.487
C -6.130 0.588 0.861
H 2.628 -2.611 -1.169
H 1.768 -1.122 0.667
H -2.720 -1.850 1.682
H -3.796 0.144 -1.659
H -2.058 -2.611 -0.074
H -5.381 -0.617 -1.513
H -4.137 2.457 0.140
H -1.058 -4.069 -1.847
H -3.133 -0.313 2.452
H -3.914 1.749 1.743
H 1.385 -1.465 -1.749
H 8.134 -0.139 -0.167
H -6.771 -0.239 0.571
H -6.554 1.517 0.490
H -0.821 -3.714 0.592
H -5.256 1.142 -1.673
H 6.256 -0.460 1.456
H 2.268 0.779 -1.235
H 3.404 2.696 0.875
H 7.164 1.044 1.806
H 2.279 1.351 1.198
H 6.560 -0.101 -0.973
H 1.434 -2.844 0.980
H -0.801 -2.323 -2.141
H 7.433 1.409 -0.665
H -6.087 0.625 1.947
H 3.251 2.238 -1.561
*
```

Summary:
Kohn-Sham gap: 8.618 eV
Molecular weight: 405.520 g/mol
SMILES string: CCOC(=O)CCSc1nc(N2CCOCC2)c2c(c1C#N)CC(C)(C)OC2

The following is a quantum chemistry calculation of an isolated molecule of C20H27N3O5 at a distorted geometry, from OMol25.

Geometry as ORCA input:
```
! RIJCOSX wB97M-V def2-TZVPD def2/J DEFGRID3
* xyz 0 1
O -4.968 -2.009 -0.836
O 3.928 1.187 -0.362
O -6.690 -0.172 -0.319
O 5.381 -1.284 1.270
O 0.400 1.263 2.186
N -0.920 1.547 1.994
N 4.393 -1.555 -0.740
N -0.442 -0.429 1.082
C 3.360 -2.587 1.185
C 1.981 -0.521 1.654
C -5.429 0.092 0.106
C 1.984 -1.927 1.058
C 4.932 1.837 0.407
C -3.704 1.381 1.190
C -2.776 0.387 0.917
C -4.082 -3.061 -1.123
C -3.172 -0.767 0.236
C -7.699 0.808 -0.190
C 0.626 0.071 1.619
C 5.491 1.878 -1.949
C -1.399 0.523 1.334
C -7.582 1.913 -1.236
C -5.018 1.231 0.784
C 4.472 -1.730 0.602
C -4.482 -0.925 -0.170
C 4.506 0.765 -1.575
C 5.227 -0.593 -1.415
C 5.999 2.348 -0.579
H 5.361 1.126 1.124
H -3.388 2.266 1.718
H 4.438 2.641 0.956
H 6.289 1.520 -2.596
H -8.630 0.255 -0.340
H -7.707 1.228 0.823
H -8.412 2.608 -1.130
H -3.264 -2.734 -1.774
H 3.548 -1.838 -1.212
H 6.095 3.431 -0.539
H -5.722 2.016 1.010
H 3.683 0.659 -2.291
H 6.116 -0.467 -0.793
H 5.516 -0.974 -2.397
H -2.424 -1.518 0.043
H 6.969 1.911 -0.350
H 2.653 0.134 1.090
H -7.609 1.479 -2.232
H 3.353 -3.554 0.678
H 1.675 -1.865 0.014
H 4.959 2.682 -2.457
H -3.664 -3.497 -0.210
H -6.648 2.458 -1.124
H -4.676 -3.812 -1.642
H 3.595 -2.750 2.237
H 1.244 -2.539 1.576
H 2.333 -0.536 2.688
*
```

Summary:
Kohn-Sham gap: 8.557 eV
Molecular weight: 389.452 g/mol
SMILES string: CCOc1ccc(-c2noc(CCCC(=O)NC[C@@H]3CCCO3)n2)cc1OC

The following is a quantum chemistry calculation of an isolated molecule of C20H27N3O5S at a distorted geometry, from OMol25.

Geometry as ORCA input:
```
! RIJCOSX wB97M-V def2-TZVPD def2/J DEFGRID3
* xyz 0 1
S -0.995 0.833 -1.061
O 2.004 1.096 2.681
O -3.581 -2.199 -0.463
O -1.977 -1.791 1.058
O -0.877 1.752 -2.158
O -0.838 -0.566 -1.341
N 0.175 1.249 0.050
N -4.512 1.859 0.355
N 2.317 -0.577 1.205
C 1.568 0.362 1.808
C -2.576 1.049 -0.299
C 6.394 0.426 -1.580
C 1.827 -1.521 0.225
C 0.135 0.516 1.300
C 4.257 0.616 -0.505
C 4.643 -0.313 0.453
C 6.787 -0.498 -0.627
C 0.421 2.664 0.196
C -3.033 3.563 -0.725
C 3.712 -0.702 1.574
C 5.127 0.981 -1.517
C 5.914 -0.868 0.381
C -2.869 -1.413 0.339
C -3.119 -3.543 -0.629
C -3.333 2.193 -0.240
C -3.340 -0.010 0.261
C -4.543 0.525 0.653
C -5.713 -0.108 1.314
C -2.160 -3.620 -1.808
H 3.872 -0.035 2.428
H -2.217 3.507 -1.441
H -5.807 0.231 2.346
H 3.916 -1.730 1.894
H -2.685 -3.411 -2.736
H -5.268 2.501 0.533
H 3.269 1.051 -0.462
H 1.389 2.810 0.673
H -1.376 -2.875 -1.683
H 1.328 -2.362 0.716
H -0.343 -0.447 1.131
H -2.623 -3.860 0.294
H -1.716 -4.610 -1.861
H 0.428 3.099 -0.799
H 7.074 0.712 -2.369
H -3.907 3.994 -1.212
H -5.592 -1.186 1.313
H -6.633 0.143 0.787
H -0.432 1.072 2.060
H 6.223 -1.591 1.123
H 4.814 1.701 -2.258
H 1.128 -1.060 -0.469
H -2.743 4.220 0.095
H 2.676 -1.898 -0.343
H 7.773 -0.936 -0.670
H -4.016 -4.144 -0.797
H -0.348 3.149 0.809
*
```

Summary:
Kohn-Sham gap: 9.226 eV
Molecular weight: 421.519 g/mol
SMILES string: CCOC(=O)c1c(C)[nH]c(C)c1S(=O)(=O)N(C)CC(=O)N(C)Cc1ccccc1

The following is a quantum chemistry calculation of an isolated molecule of C20H27N3OS, from OMol25.

Geometry as ORCA input:
```
! RIJCOSX wB97M-V def2-TZVPD def2/J DEFGRID3
* xyz 0 1
S 0.142 3.583 0.794
O 1.568 -0.561 -1.820
N -1.845 2.388 -0.357
N 2.814 -0.702 1.318
N -0.458 1.010 0.902
C 2.109 1.515 -1.227
C 5.381 -1.289 0.012
C -5.354 -2.246 0.360
C 4.897 0.146 0.192
C 3.281 -2.055 1.103
C -6.865 -0.664 -0.612
C 1.765 0.153 -2.943
C 4.177 -2.215 -0.129
C -6.552 -1.970 -0.276
C -4.779 0.093 0.324
C 0.809 0.671 1.497
C -2.871 1.406 -0.604
C -0.753 2.239 0.431
C 1.612 -0.304 0.607
C 2.098 1.435 -2.641
C -3.803 1.198 0.606
C 1.783 0.270 -0.771
C -4.473 -1.221 0.655
C -5.983 0.360 -0.316
C 3.916 0.240 1.370
H -7.800 -0.441 -1.106
H 2.321 2.385 -0.641
H -3.457 1.745 -1.461
H 5.966 -1.591 0.885
H 1.354 1.603 1.647
H 4.408 0.480 -0.724
H 4.499 -3.254 -0.215
H -2.079 3.354 -0.533
H -1.000 0.231 0.557
H -5.105 -3.262 0.628
H 0.648 0.198 2.470
H 3.514 1.250 1.437
H 2.417 -2.721 1.037
H 3.856 -2.337 1.994
H 6.025 -1.363 -0.867
H -3.199 0.956 1.483
H -2.410 0.452 -0.884
H 4.462 0.031 2.297
H 2.308 2.228 -3.329
H 1.638 -0.359 -3.876
H -6.233 1.378 -0.577
H -3.542 -1.442 1.159
H -4.332 2.132 0.806
H 5.741 0.811 0.383
H 1.011 -1.216 0.488
H -7.241 -2.769 -0.505
H 3.614 -1.958 -1.028
*
```

Summary:
Kohn-Sham gap: 8.570 eV
Molecular weight: 357.523 g/mol
SMILES string: S=C(NCCc1ccccc1)NC[C@@H](c1ccco1)N1CCCCC1

The following is a quantum chemistry calculation of an isolated molecule of C20H27N5O4, from OMol25.

Geometry as ORCA input:
```
! RIJCOSX wB97M-V def2-TZVPD def2/J DEFGRID3
* xyz 0 1
O -7.070 -1.463 2.422
O 0.538 -0.045 -1.677
O 4.531 -0.996 0.374
O 6.470 2.874 -0.657
N -5.376 1.165 0.625
N -4.630 -0.900 1.414
N 3.318 -0.100 -1.318
N 6.442 2.715 0.725
N -2.644 -1.906 0.967
C 5.657 1.705 0.961
C 1.248 1.162 -1.494
C -3.185 0.349 0.031
C -6.829 -0.112 2.072
C 5.410 1.239 2.354
C 5.681 1.955 -1.207
C -3.365 -0.870 0.800
C 2.691 1.044 -1.962
C 1.129 -1.180 -1.013
C -4.162 1.284 -0.028
C 0.291 -2.378 -1.437
C 2.565 -1.333 -1.503
C -4.016 2.535 -0.834
C -1.160 -2.241 -0.985
C 4.292 -0.053 -0.365
C -1.262 -1.958 0.517
C 5.117 1.177 -0.256
C 1.066 -1.028 0.509
C -0.366 -0.804 0.980
C -5.542 0.077 1.305
H -1.637 -1.437 -1.550
H 1.473 -1.945 0.946
H 5.753 0.212 2.466
H -0.401 -0.753 2.070
H -2.283 0.482 -0.546
H -4.114 3.405 -0.182
H 3.226 1.958 -1.720
H 2.715 0.897 -3.046
H 5.630 1.956 -2.284
H 4.343 1.251 2.577
H 0.342 -2.483 -2.524
H -1.713 -3.156 -1.203
H -3.056 2.575 -1.345
H -7.639 0.330 1.492
H -6.747 0.441 3.010
H 0.726 1.919 -2.080
H 0.740 -3.275 -0.999
H 3.073 -2.132 -0.968
H -4.855 -1.725 1.954
H 2.548 -1.564 -2.573
H 1.229 1.472 -0.441
H -7.461 -1.919 1.671
H 5.931 1.886 3.056
H -4.820 2.595 -1.569
H 1.719 -0.223 0.852
H -0.844 -2.846 1.009
H -0.715 0.159 0.609
*
```

Summary:
Kohn-Sham gap: 8.627 eV
Molecular weight: 401.467 g/mol
SMILES string: Cc1c/c(=N\[C@H]2CC[C@@]3(CC2)CN(C(=O)c2conc2C)CCO3)[nH]c(CO)n1

Please write out number 5 again, unchanged.
The following is a quantum chemistry calculation of an isolated molecule of C20H27N5O4, from OMol25.

Geometry as ORCA input:
```
! RIJCOSX wB97M-V def2-TZVPD def2/J DEFGRID3
* xyz 0 1
O -7.070 -1.463 2.422
O 0.538 -0.045 -1.677
O 4.531 -0.996 0.374
O 6.470 2.874 -0.657
N -5.376 1.165 0.625
N -4.630 -0.900 1.414
N 3.318 -0.100 -1.318
N 6.442 2.715 0.725
N -2.644 -1.906 0.967
C 5.657 1.705 0.961
C 1.248 1.162 -1.494
C -3.185 0.349 0.031
C -6.829 -0.112 2.072
C 5.410 1.239 2.354
C 5.681 1.955 -1.207
C -3.365 -0.870 0.800
C 2.691 1.044 -1.962
C 1.129 -1.180 -1.013
C -4.162 1.284 -0.028
C 0.291 -2.378 -1.437
C 2.565 -1.333 -1.503
C -4.016 2.535 -0.834
C -1.160 -2.241 -0.985
C 4.292 -0.053 -0.365
C -1.262 -1.958 0.517
C 5.117 1.177 -0.256
C 1.066 -1.028 0.509
C -0.366 -0.804 0.980
C -5.542 0.077 1.305
H -1.637 -1.437 -1.550
H 1.473 -1.945 0.946
H 5.753 0.212 2.466
H -0.401 -0.753 2.070
H -2.283 0.482 -0.546
H -4.114 3.405 -0.182
H 3.226 1.958 -1.720
H 2.715 0.897 -3.046
H 5.630 1.956 -2.284
H 4.343 1.251 2.577
H 0.342 -2.483 -2.524
H -1.713 -3.156 -1.203
H -3.056 2.575 -1.345
H -7.639 0.330 1.492
H -6.747 0.441 3.010
H 0.726 1.919 -2.080
H 0.740 -3.275 -0.999
H 3.073 -2.132 -0.968
H -4.855 -1.725 1.954
H 2.548 -1.564 -2.573
H 1.229 1.472 -0.441
H -7.461 -1.919 1.671
H 5.931 1.886 3.056
H -4.820 2.595 -1.569
H 1.719 -0.223 0.852
H -0.844 -2.846 1.009
H -0.715 0.159 0.609
*
```

Summary:
Kohn-Sham gap: 8.627 eV
Molecular weight: 401.467 g/mol
SMILES string: Cc1c/c(=N\[C@H]2CC[C@@]3(CC2)CN(C(=O)c2conc2C)CCO3)[nH]c(CO)n1

Copy entry 3 word for word.
The following is a quantum chemistry calculation of an isolated molecule of C20H27N3O5S at a distorted geometry, from OMol25.

Geometry as ORCA input:
```
! RIJCOSX wB97M-V def2-TZVPD def2/J DEFGRID3
* xyz 0 1
S -0.995 0.833 -1.061
O 2.004 1.096 2.681
O -3.581 -2.199 -0.463
O -1.977 -1.791 1.058
O -0.877 1.752 -2.158
O -0.838 -0.566 -1.341
N 0.175 1.249 0.050
N -4.512 1.859 0.355
N 2.317 -0.577 1.205
C 1.568 0.362 1.808
C -2.576 1.049 -0.299
C 6.394 0.426 -1.580
C 1.827 -1.521 0.225
C 0.135 0.516 1.300
C 4.257 0.616 -0.505
C 4.643 -0.313 0.453
C 6.787 -0.498 -0.627
C 0.421 2.664 0.196
C -3.033 3.563 -0.725
C 3.712 -0.702 1.574
C 5.127 0.981 -1.517
C 5.914 -0.868 0.381
C -2.869 -1.413 0.339
C -3.119 -3.543 -0.629
C -3.333 2.193 -0.240
C -3.340 -0.010 0.261
C -4.543 0.525 0.653
C -5.713 -0.108 1.314
C -2.160 -3.620 -1.808
H 3.872 -0.035 2.428
H -2.217 3.507 -1.441
H -5.807 0.231 2.346
H 3.916 -1.730 1.894
H -2.685 -3.411 -2.736
H -5.268 2.501 0.533
H 3.269 1.051 -0.462
H 1.389 2.810 0.673
H -1.376 -2.875 -1.683
H 1.328 -2.362 0.716
H -0.343 -0.447 1.131
H -2.623 -3.860 0.294
H -1.716 -4.610 -1.861
H 0.428 3.099 -0.799
H 7.074 0.712 -2.369
H -3.907 3.994 -1.212
H -5.592 -1.186 1.313
H -6.633 0.143 0.787
H -0.432 1.072 2.060
H 6.223 -1.591 1.123
H 4.814 1.701 -2.258
H 1.128 -1.060 -0.469
H -2.743 4.220 0.095
H 2.676 -1.898 -0.343
H 7.773 -0.936 -0.670
H -4.016 -4.144 -0.797
H -0.348 3.149 0.809
*
```

Summary:
Kohn-Sham gap: 9.226 eV
Molecular weight: 421.519 g/mol
SMILES string: CCOC(=O)c1c(C)[nH]c(C)c1S(=O)(=O)N(C)CC(=O)N(C)Cc1ccccc1

Question: What is the Kohn-Sham gap in the fifth record?
Answer: 8.627 eV

Copy entry 5 word for word.
The following is a quantum chemistry calculation of an isolated molecule of C20H27N5O4, from OMol25.

Geometry as ORCA input:
```
! RIJCOSX wB97M-V def2-TZVPD def2/J DEFGRID3
* xyz 0 1
O -7.070 -1.463 2.422
O 0.538 -0.045 -1.677
O 4.531 -0.996 0.374
O 6.470 2.874 -0.657
N -5.376 1.165 0.625
N -4.630 -0.900 1.414
N 3.318 -0.100 -1.318
N 6.442 2.715 0.725
N -2.644 -1.906 0.967
C 5.657 1.705 0.961
C 1.248 1.162 -1.494
C -3.185 0.349 0.031
C -6.829 -0.112 2.072
C 5.410 1.239 2.354
C 5.681 1.955 -1.207
C -3.365 -0.870 0.800
C 2.691 1.044 -1.962
C 1.129 -1.180 -1.013
C -4.162 1.284 -0.028
C 0.291 -2.378 -1.437
C 2.565 -1.333 -1.503
C -4.016 2.535 -0.834
C -1.160 -2.241 -0.985
C 4.292 -0.053 -0.365
C -1.262 -1.958 0.517
C 5.117 1.177 -0.256
C 1.066 -1.028 0.509
C -0.366 -0.804 0.980
C -5.542 0.077 1.305
H -1.637 -1.437 -1.550
H 1.473 -1.945 0.946
H 5.753 0.212 2.466
H -0.401 -0.753 2.070
H -2.283 0.482 -0.546
H -4.114 3.405 -0.182
H 3.226 1.958 -1.720
H 2.715 0.897 -3.046
H 5.630 1.956 -2.284
H 4.343 1.251 2.577
H 0.342 -2.483 -2.524
H -1.713 -3.156 -1.203
H -3.056 2.575 -1.345
H -7.639 0.330 1.492
H -6.747 0.441 3.010
H 0.726 1.919 -2.080
H 0.740 -3.275 -0.999
H 3.073 -2.132 -0.968
H -4.855 -1.725 1.954
H 2.548 -1.564 -2.573
H 1.229 1.472 -0.441
H -7.461 -1.919 1.671
H 5.931 1.886 3.056
H -4.820 2.595 -1.569
H 1.719 -0.223 0.852
H -0.844 -2.846 1.009
H -0.715 0.159 0.609
*
```

Summary:
Kohn-Sham gap: 8.627 eV
Molecular weight: 401.467 g/mol
SMILES string: Cc1c/c(=N\[C@H]2CC[C@@]3(CC2)CN(C(=O)c2conc2C)CCO3)[nH]c(CO)n1